C44H28CaN4 as an isolated structure in a non-equilibrium geometry. Source: the OMol25 dataset; level of theory: ωB97M-V with the def2-TZVPD basis set.

The geometry in XYZ format:
```
77
Properties=species:S:1:pos:R:3:forces:R:3
Ca -0.29756 0.09086 0.75136 -0.4 -0.7 0.8
C -3.82865 -2.69675 -5.64110 0.0 0.0 0.0
C -2.61097 -2.05620 -5.81656 0.0 0.0 0.0
C -1.93838 -1.52544 -4.72578 0.0 0.0 0.0
C -2.47314 -1.62714 -3.44373 -0.1 0.0 0.0
C -3.70248 -2.26390 -3.28031 0.0 0.0 0.0
C -4.37382 -2.79886 -4.36918 0.0 0.0 0.0
C -1.77123 -1.04609 -2.26189 0.0 0.0 -0.1
C -2.45345 0.03171 -1.63086 0.0 0.0 0.0
C -3.57445 0.76523 -2.18330 0.0 0.0 0.0
C -3.84333 1.79298 -1.33388 0.0 0.0 0.0
C -2.89399 1.70853 -0.24186 0.0 0.0 0.0
N -2.10916 0.62291 -0.46096 0.4 0.0 0.1
C -2.75769 2.63448 0.82840 0.0 0.0 0.0
C -1.67930 2.78389 1.73811 -0.1 0.0 -0.1
C -1.61037 3.69363 2.86486 -0.2 0.0 0.0
C -0.38221 3.55540 3.42068 0.2 0.0 0.1
C 0.33288 2.55785 2.64542 0.2 0.0 0.1
C 1.68397 2.14731 2.82195 0.0 0.0 0.0
C 2.46854 2.89857 3.84264 0.0 0.0 0.0
C 3.05937 2.22770 4.91269 0.0 0.0 0.0
C 3.79913 2.91739 5.86074 0.0 0.0 0.0
C 3.96462 4.29068 5.75067 0.0 0.0 0.0
C 3.38580 4.96866 4.68752 0.0 0.0 0.0
C 2.64328 4.27802 3.74213 0.0 0.0 0.0
C 2.40667 1.15443 2.10816 0.0 0.1 0.0
N 1.88096 0.23736 1.25801 -0.3 0.2 -0.3
C 2.87453 -0.46429 0.65843 -0.1 0.0 0.0
C 2.70479 -1.44008 -0.35622 0.0 0.0 0.0
C 3.93821 -2.19750 -0.73837 0.0 -0.1 0.1
C 4.83367 -1.68665 -1.67185 0.0 0.0 0.0
C 5.97427 -2.39710 -2.01832 0.0 0.0 0.0
C 6.23007 -3.63028 -1.43743 0.0 0.0 0.0
C 5.34054 -4.14965 -0.50771 0.0 0.0 0.0
C 4.20287 -3.43587 -0.15980 0.0 0.0 0.0
C 1.54331 -1.75217 -1.10347 0.1 0.1 0.1
C 1.44976 -2.72152 -2.17956 0.1 0.0 0.0
C 0.20385 -2.62444 -2.70110 -0.2 0.0 -0.1
C -0.49222 -1.57847 -1.96748 -0.1 0.0 -0.1
N 0.34650 -1.12453 -1.00616 0.1 0.5 0.1
C 4.13509 0.00029 1.20437 0.0 0.0 0.0
C 3.85088 0.99472 2.08608 0.0 0.0 0.0
N -0.49717 2.12034 1.67256 0.1 -0.2 -0.6
C -3.87522 3.61038 0.97436 -0.1 0.0 0.0
C -3.65123 4.98130 0.86419 0.0 0.0 0.0
C -4.69872 5.88155 0.98776 0.0 0.0 0.0
C -5.98627 5.42440 1.22643 0.0 0.0 0.0
C -6.22211 4.06114 1.33715 0.0 0.0 0.0
C -5.17507 3.16199 1.20842 0.0 0.0 0.0
H -4.35249 -3.11048 -6.49286 0.0 0.0 0.0
H -2.18420 -1.96344 -6.80697 0.0 0.0 0.0
H -0.99257 -1.01636 -4.86482 0.0 0.0 0.0
H -4.12706 -2.34079 -2.28706 0.0 0.0 0.0
H -5.32370 -3.29664 -4.22286 0.0 0.0 0.0
H -4.06064 0.55576 -3.12218 0.0 0.0 0.0
H -4.58420 2.56485 -1.46318 0.0 0.0 0.0
H -2.40072 4.34485 3.19984 0.0 0.0 0.0
H -0.00395 4.07349 4.28634 0.0 0.0 0.0
H 2.92828 1.15611 4.99906 0.0 0.0 0.0
H 4.24584 2.38158 6.68837 0.0 0.0 0.0
H 4.54394 4.82986 6.48862 0.0 0.0 0.0
H 3.51781 6.03849 4.58939 0.0 0.0 0.0
H 2.20136 4.80574 2.90610 0.0 0.0 0.0
H 4.62949 -0.72566 -2.12870 0.0 0.0 0.0
H 6.66214 -1.98628 -2.74610 0.0 0.0 0.0
H 7.11880 -4.18512 -1.70844 0.0 0.0 0.0
H 5.53244 -5.11162 -0.05016 0.0 0.0 0.0
H 3.50935 -3.83918 0.56783 0.0 0.0 0.0
H 2.24125 -3.38146 -2.49652 0.0 0.0 0.0
H -0.20661 -3.19961 -3.51439 0.0 0.0 0.0
H 5.11283 -0.35605 0.92294 0.0 0.0 0.0
H 4.55640 1.59055 2.64149 0.0 0.0 0.0
H -2.64739 5.33691 0.66761 0.0 0.0 0.0
H -4.50851 6.94269 0.89091 0.0 0.0 0.0
H -6.80336 6.12727 1.32326 0.0 0.0 0.0
H -7.22369 3.69655 1.52554 0.0 0.0 0.0
H -5.35624 2.09783 1.29550 0.0 0.0 0.0
```
Positions in Å, forces in eV/Å.

Computed properties:
HOMO level   -6.61 eV
Frontier orbital gap   5.546 eV
Spin multiplicity   1
Max |F|   0.021 hartree/bohr
M   652.81 g/mol

Mulliken atomic charge list, values in e, 5 entries: 2.263, -0.396, -0.817, -0.145, -0.143



One molecule with the formula C11H17N3O5 in a non-equilibrium geometry. Source: the OMol25 dataset; level of theory: ωB97M-V with the def2-TZVPD basis set.

The geometry in XYZ format:
```
36
Properties=species:S:1:pos:R:3:forces:R:3
O 2.05995 2.14067 2.05989 -0.1 -0.3 0.2
O -3.62859 0.74051 -1.45100 -0.3 -1.2 0.1
N -0.94378 0.37060 2.84065 0.2 0.8 -0.4
O -3.34463 -1.54621 -1.41040 0.5 2.1 0.0
O 1.69753 0.71335 -0.45413 -0.9 -0.1 1.5
O -1.58824 -3.62685 -1.07341 0.5 -0.8 0.2
C 1.13122 1.35577 1.93356 -0.2 0.6 -0.2
C -2.91055 -0.22776 -1.46003 0.4 0.0 -0.4
C -1.22593 -0.19654 1.69141 2.5 1.0 0.5
C 0.86253 0.64072 0.64300 -1.3 -0.6 0.3
C -0.29157 -0.13193 0.54816 0.8 0.8 1.0
N 0.18644 1.18584 2.97672 -1.1 -2.5 -3.4
N -0.59094 -0.79398 -0.64221 -0.9 -0.6 -1.4
C 0.29994 1.93303 4.16912 1.4 0.7 1.0
C -1.38708 0.02630 -1.60565 0.7 -1.6 0.7
C 2.29944 1.82003 -2.43276 -0.3 0.0 -0.1
C 2.10655 2.00487 -0.95134 1.3 0.2 0.7
C -0.28731 -3.29557 -0.48369 -0.5 -0.6 -0.9
C 0.20339 -1.96790 -1.05089 0.1 0.5 0.9
H -2.59382 -2.18318 -1.37173 -0.2 0.2 0.1
H -1.81990 -4.58926 -0.98954 0.6 1.5 0.1
H -2.15451 -0.74816 1.62994 0.1 -0.1 0.0
H 1.27557 1.71601 4.64808 -0.4 0.3 -0.3
H 0.22826 3.00748 3.98176 0.1 -0.1 -0.1
H -0.46191 1.65526 4.85633 -0.7 -0.4 0.3
H -1.07437 -0.19758 -2.63326 -0.1 -0.2 0.1
H -1.11521 1.06668 -1.43020 -0.6 0.1 0.0
H 1.37582 1.52154 -2.92218 -0.2 0.1 0.0
H 3.01122 1.02470 -2.62154 0.2 -0.1 0.1
H 2.66640 2.72757 -2.89636 0.1 0.2 -0.1
H 3.08816 2.27016 -0.48488 -0.8 -0.2 -0.2
H 1.40474 2.79563 -0.66623 -0.1 -0.3 -0.2
H -0.38164 -3.24143 0.58548 -0.1 0.1 0.6
H 0.43041 -4.09939 -0.71912 -0.1 0.3 0.0
H 1.23905 -1.82178 -0.68651 -0.3 -0.1 -0.3
H 0.23336 -2.04922 -2.12704 0.0 0.2 -0.4
```
Positions in Å, forces in eV/Å.

Computed properties:
HOMO level   -8.83 eV
Frontier orbital gap   9.007 eV
Spin multiplicity   1
Max |F|   0.085 hartree/bohr
SMILES   CCOc1c(N(CCO)CC(=O)O)cnn(C)c1=O
M   271.27 g/mol

Mulliken atomic charge list, values in e, 5 entries: -0.644, -0.568, -0.926, -0.485, -0.350



CH5O3 as an isolated structure in a non-equilibrium geometry. Source: the OMol25 dataset; level of theory: ωB97M-V with the def2-TZVPD basis set.

The geometry in XYZ format:
```
9
Properties=species:S:1:pos:R:3:forces:R:3
O 1.87000 0.55086 -1.29711 0.2 0.1 -0.7
H 1.97486 -0.25434 -1.82909 0.2 -0.2 0.2
H 1.89395 1.24683 -1.98312 -0.1 0.1 0.6
H 0.78257 0.38204 -0.62047 -0.6 -0.1 -0.6
O -0.24223 -0.06106 -0.35948 0.8 0.3 0.2
C -0.63109 -0.01353 0.80866 -0.8 -0.1 0.8
O -1.62680 -0.76179 1.13323 -0.1 -0.2 -0.1
H -0.24099 0.64626 1.59465 0.3 -0.1 -0.3
H -1.88317 -0.72377 2.06950 0.1 0.2 -0.1
```
Positions in Å, forces in eV/Å.

Computed properties:
Total charge   +1
HOMO level   -18.06 eV
Frontier orbital gap   13.817 eV
Spin multiplicity   1
Max |F|   0.022 hartree/bohr
M   65.05 g/mol

Mulliken atomic charge list, values in e, 5 entries: -0.598, 0.403, 0.403, 0.450, -0.412



One molecule with the formula C6H7N in a non-equilibrium geometry. Source: the OMol25 dataset; level of theory: ωB97M-V with the def2-TZVPD basis set.

The geometry in XYZ format:
```
14
Properties=species:S:1:pos:R:3:forces:R:3
C 2.16786 1.26582 -0.96156 -1.8 -1.1 4.0
C 1.11062 0.59595 -0.38352 3.5 2.9 -1.4
C -1.41803 -1.79632 0.09637 0.2 -0.8 -0.4
C -0.03015 -1.43892 0.13304 -0.5 -0.1 -0.5
C 0.02650 0.07025 0.09395 0.9 0.3 1.2
C -1.09761 0.88046 0.69689 0.4 1.2 -0.6
N -2.45647 -2.25303 0.03619 -1.6 -0.3 0.0
H 2.07721 1.30538 -1.99795 0.3 0.5 -1.7
H 0.33970 -2.07307 0.95766 0.7 0.9 -0.1
H 0.38096 -1.73020 -0.83664 0.2 -0.6 0.4
H -2.03131 0.58989 0.22866 -0.3 -0.1 0.3
H -0.97516 1.97492 0.54050 0.2 -0.8 -0.2
H -1.11076 0.78605 1.77593 -0.3 -0.5 0.2
H 3.01665 1.82283 -0.37952 -1.7 -1.6 -1.2
```
Positions in Å, forces in eV/Å.

Computed properties:
HOMO level   -9.69 eV
Frontier orbital gap   10.406 eV
Spin multiplicity   1
Max |F|   0.092 hartree/bohr
SMILES   C=C=C(C)CC#N
M   93.13 g/mol

Mulliken atomic charge list, values in e, 5 entries: -0.861, -0.100, 0.131, -0.162, 0.636